The following is a DFT calculation (ωB97M-V/def2-TZVPD) of a molecular structure, C49H52Ge2I3MoS4Se.

XYZ file:
```
112
Properties=species:S:1:pos:R:3:lowdin_charge:R:1
Mo -2.514 -2.496 -0.320 0.18
C 0.176 -6.570 -5.102 -0.04
C 0.824 -5.611 -4.158 -0.27
C 1.091 -4.306 -4.545 -0.01
C 1.801 -3.469 -3.696 -0.24
C 2.082 -2.042 -4.116 -0.03
C 2.143 -3.909 -2.407 -0.18
C 1.706 -5.140 -1.918 -0.24
C 1.904 -5.586 -0.519 -0.03
C 1.040 -5.957 -2.839 -0.01
C 3.035 -3.094 -1.489 -0.20
C 4.389 -3.381 -1.358 -0.02
C 5.191 -2.679 -0.505 -0.02
C 4.595 -1.661 0.239 -0.03
C 3.270 -1.343 0.195 -0.21
C 2.457 -2.067 -0.709 -0.20
Ge 0.598 -1.499 -0.870 0.20
S -0.930 -2.761 -1.881 0.30
S 0.176 0.531 -1.784 0.41
Ge -1.442 0.809 -0.334 0.18
S -3.312 -0.338 -0.807 0.01
S -0.565 -0.891 0.966 0.22
C -1.785 2.671 0.299 -0.16
C -2.553 3.013 1.438 -0.19
C -2.776 4.326 1.801 -0.03
C -2.242 5.334 1.049 -0.03
C -1.560 5.072 -0.140 -0.02
C -1.368 3.744 -0.545 -0.22
C -0.534 3.531 -1.745 -0.24
C 0.796 3.874 -1.669 -0.22
C 1.325 4.423 -0.390 -0.02
C 1.635 3.642 -2.781 0.00
C 1.122 3.146 -3.975 -0.27
C 1.980 2.904 -5.161 -0.05
C -0.277 2.918 -4.030 -0.02
C -1.099 3.094 -2.926 -0.30
C -2.559 2.798 -3.067 -0.03
C -3.152 2.011 2.399 -0.17
C -2.341 1.450 3.393 -0.21
C -0.845 1.698 3.410 -0.04
C -2.916 0.729 4.410 -0.05
C -4.277 0.744 4.640 -0.34
C -4.780 0.100 5.857 -0.07
C -5.081 1.349 3.669 -0.05
C -4.544 1.988 2.533 -0.29
C -5.480 2.657 1.593 -0.03
C 2.784 -0.288 1.161 -0.16
C 3.000 1.058 0.854 -0.18
C 3.593 1.411 -0.491 -0.01
C 2.759 2.022 1.846 0.00
C 2.363 1.669 3.108 -0.27
C 2.188 2.700 4.212 -0.03
C 2.075 0.336 3.361 -0.02
C 2.341 -0.645 2.430 -0.27
C 2.153 -2.064 2.740 -0.09
H -0.865 -6.753 -4.751 0.10
H 0.643 -7.528 -5.060 0.07
H 0.154 -6.234 -6.121 0.07
H 0.856 -4.014 -5.564 0.13
H 2.276 -2.037 -5.189 0.09
H 2.880 -1.575 -3.571 0.07
H 1.177 -1.468 -3.941 0.05
H 2.932 -6.051 -0.398 0.11
H 1.222 -6.417 -0.243 0.09
H 1.856 -4.782 0.220 0.07
H 0.683 -6.962 -2.549 0.13
H 4.822 -4.220 -1.925 0.14
H 6.240 -2.849 -0.383 0.11
H 5.244 -1.073 0.843 0.13
H -3.356 4.560 2.696 0.14
H -2.413 6.380 1.246 0.11
H -1.196 5.860 -0.828 0.14
H 0.930 5.410 -0.246 0.08
H 2.401 4.524 -0.366 0.08
H 0.944 3.842 0.433 0.08
H 2.667 3.940 -2.763 0.12
H 2.880 3.539 -5.194 0.09
H 1.375 3.113 -6.044 0.08
H 2.354 1.879 -5.214 0.08
H -0.724 2.512 -4.944 0.13
H -2.954 3.125 -4.028 0.09
H -3.170 3.345 -2.304 0.10
H -2.719 1.726 -2.922 0.05
H -0.283 1.484 2.501 0.04
H -0.355 1.117 4.189 0.07
H -0.550 2.712 3.550 0.08
H -2.329 0.164 5.132 0.13
H -3.984 -0.355 6.451 0.08
H -5.478 -0.683 5.633 0.03
H -5.413 0.845 6.455 0.12
H -6.163 1.326 3.780 0.12
H -6.513 2.400 1.880 0.09
H -5.293 2.228 0.605 0.09
H -5.407 3.755 1.642 0.09
H 2.903 1.160 -1.290 0.05
H 4.499 0.886 -0.654 0.07
H 3.683 2.447 -0.591 0.05
H 3.065 3.056 1.656 0.12
H 2.154 3.725 3.848 0.08
H 2.950 2.643 4.981 0.09
H 1.259 2.497 4.688 0.04
H 1.651 -0.036 4.317 0.14
H 1.677 -2.314 3.672 0.06
H 3.066 -2.613 2.694 0.09
H 1.448 -2.501 2.026 -0.03
I -4.184 -1.391 1.896 0.50
I -4.631 -3.216 3.796 0.28
Se -4.287 -3.436 -1.075 0.40
I -0.876 -4.055 2.791 0.77
C -2.267 -4.172 1.170 -0.93
H -3.242 -4.512 1.601 -0.11
H -1.893 -4.912 0.437 -0.04
```

E_LUMO: -4.66 eV
HOMO: -10.69 eV
Calculated total energy: -299533.957 eV
Kohn-Sham gap: 6.036 eV
Largest force on an atom: 2.261 eV/A
Net charge: +1
Energy above the lowest of the compared OMol25 structures with the same formula, charge and spin: 40.8 kcal per mole

The following is a DFT calculation (ωB97M-V/def2-TZVPD) of a molecular structure, C49H53ClN2O4P3Tc.

XYZ file:
```
113
Properties=species:S:1:pos:R:3:mulliken_spin:R:1
Tc -0.776 -0.678 -0.481 1.96
C -3.233 -1.608 2.409 0.01
C -1.925 -1.284 3.139 0.01
C -2.284 -0.612 4.461 0.00
P -0.770 -0.344 1.968 -0.11
C 1.028 -0.407 2.561 -0.05
C 1.101 0.572 4.943 0.00
C 3.153 -1.866 2.101 0.00
C -1.445 1.348 2.048 0.01
C -1.643 2.108 3.192 -0.04
C -2.354 3.301 3.153 0.06
C -2.870 3.761 1.949 -0.02
C -2.607 3.074 0.785 0.06
C -1.885 1.864 0.805 0.12
N -1.577 1.208 -0.359 0.09
C -1.586 2.003 -1.548 -0.07
C -2.633 1.860 -2.454 -0.01
C -2.620 2.542 -3.658 0.03
C -1.540 3.346 -3.981 0.00
C -0.494 3.495 -3.084 0.02
C -0.514 2.877 -1.835 0.19
P 0.798 3.148 -0.566 0.34
C 2.323 3.640 -1.536 0.11
C 2.486 5.093 -1.984 0.02
C 3.545 3.229 -0.708 0.05
C 0.148 4.645 0.376 0.14
C -0.301 5.836 -0.471 0.03
C 1.167 5.027 1.447 0.03
H -4.004 -1.866 3.135 0.00
H -3.593 -0.753 1.833 0.00
H -3.112 -2.467 1.757 0.00
H -1.420 -2.218 3.359 0.00
H -2.857 0.299 4.299 0.00
H -2.910 -1.302 5.027 0.00
H -1.415 -0.398 5.075 0.00
H 1.404 0.575 2.248 0.02
H 1.614 0.456 5.898 0.00
H 1.452 1.500 4.489 0.00
H 0.042 0.670 5.154 0.00
H 3.181 -2.465 3.010 0.00
H 3.602 -2.454 1.301 0.00
H 3.765 -0.973 2.234 0.00
H -1.234 1.789 4.137 0.00
H -2.502 3.870 4.060 0.00
H -3.450 4.674 1.916 0.00
H -2.947 3.461 -0.167 0.00
H -3.461 1.205 -2.205 0.00
H -3.442 2.431 -4.352 0.00
H -1.516 3.871 -4.926 0.00
H 0.346 4.119 -3.356 0.00
H 2.278 3.001 -2.424 0.00
H 2.655 5.751 -1.132 0.00
H 3.374 5.153 -2.618 0.01
H 1.646 5.476 -2.560 0.00
H 3.619 3.831 0.200 0.00
H 3.496 2.178 -0.436 -0.01
H 4.452 3.380 -1.295 0.00
H -0.729 4.239 0.879 -0.01
H 0.547 6.435 -0.795 0.00
H -0.858 5.513 -1.350 0.00
H -0.957 6.480 0.120 0.01
H 2.031 5.529 1.013 0.00
H 0.717 5.704 2.176 0.00
H 1.514 4.138 1.979 -0.01
O 1.201 -0.110 -7.200 0.00
C 0.013 -0.093 -6.884 0.00
O -1.073 0.103 -7.436 0.00
C -0.192 -0.385 -5.311 0.00
C -1.453 -0.720 -4.834 0.00
C -1.636 -0.874 -3.478 0.01
N -0.635 -0.713 -2.594 -0.09
C 0.586 -0.415 -3.076 0.00
C 0.859 -0.249 -4.415 0.00
C 1.630 -0.218 -2.015 0.03
O 2.808 -0.300 -2.253 0.01
O 1.102 0.066 -0.843 0.07
H -2.277 -0.831 -5.525 0.00
H -2.616 -1.104 -3.087 0.00
H 1.864 -0.017 -4.740 0.00
Cl -2.780 -1.930 -0.693 0.01
C -2.458 -3.640 -0.462 -0.02
C -3.508 -4.526 -0.621 0.00
C -3.270 -5.878 -0.429 0.00
C -2.002 -6.327 -0.088 0.00
C -0.962 -5.425 0.058 -0.01
C -1.176 -4.060 -0.119 0.06
P 0.187 -2.842 -0.080 -0.10
C 0.837 -2.711 1.605 0.00
C 1.727 -1.488 1.685 0.05
C 1.429 -0.612 4.028 0.01
C 1.073 -1.938 4.635 0.00
C 0.733 -3.105 4.072 0.00
C 0.441 -3.411 2.674 0.00
C 1.518 -3.689 -0.974 0.01
C 2.420 -4.504 -0.291 0.00
C 3.447 -5.125 -0.981 0.00
C 3.586 -4.926 -2.349 0.00
C 2.688 -4.121 -3.033 0.00
C 1.653 -3.506 -2.349 -0.01
H -4.493 -4.172 -0.895 0.00
H -4.079 -6.583 -0.557 0.00
H -1.822 -7.382 0.060 0.00
H 0.034 -5.771 0.304 0.00
H 1.830 -1.076 0.683 -0.01
H 2.526 -0.609 4.001 0.00
H 1.194 -1.944 5.715 0.00
H 0.558 -3.935 4.748 0.00
H -0.172 -4.295 2.518 0.00
H 2.322 -4.640 0.779 0.00
H 4.149 -5.751 -0.449 0.00
H 4.408 -5.389 -2.878 0.00
H 2.804 -3.960 -4.096 0.00
H 0.954 -2.878 -2.888 0.00
```

E_LUMO (alpha / beta): -2.60 / -6.18 eV
HOMO (alpha / beta): -9.35 / -9.34 eV
Spin multiplicity: 4
Calculated total energy: -105424.553 eV
Kohn-Sham gap (alpha / beta): 6.749 / 3.163 eV
<S²>: 3.77
Largest force on an atom: 3.230 eV/A
Net charge: +1
Energy above the lowest of the compared OMol25 structures with the same formula, charge and spin: 0.0 kcal per mole

Q: The lowest calculated total energy belongs to which entry?
A: C49H52Ge2I3MoS4Se

Q: What is the largest force on an atom in the first record?
A: 2.261 eV/A

Q: Look up the largest force on an atom of the second one.
A: 3.230 eV/A

Q: net charge of number 2 (C49H53ClN2O4P3Tc)?
A: +1